No. 1
Below is a 2-piece molecular cluster, C21H39BFN3O8P overall, with properties calculated with ωB97M-V/def2-TZVPD.

Positions of all 74 atoms, in Å:
C 0.19308 -3.09016 4.55273
C 0.30138 -3.98383 3.15867
C 1.86877 -4.17206 2.71773
N 2.54913 -2.92204 2.20643
C 1.69305 -2.13426 1.23997
C 1.20263 -0.59697 1.68054
C 1.73019 -0.08433 3.15289
O 0.96508 0.27185 4.18749
O 3.21704 -0.07469 3.34062
C 3.87940 0.65144 2.24614
C 5.07010 1.57496 2.97074
C 4.65671 -0.30232 1.15541
C 4.11367 -0.01898 -0.39821
C 4.40361 1.55722 -0.87624
C 0.24271 0.32111 0.66378
C -0.27643 1.80938 1.12137
C 0.93216 2.95064 1.18282
F -0.93783 1.82155 2.47990
C -0.11610 -0.39979 -0.79778
B -1.02561 0.40033 -1.95769
O -0.59320 1.82227 -2.20027
O -2.17857 -0.18959 -2.66628
C -3.09784 -0.88027 -1.74764
C -4.69666 -0.60137 -2.04993
N 0.37847 -1.79494 -1.19212
N 0.10083 -2.39281 -2.43817
C 1.22432 -2.66108 -0.24247
P 1.79994 -4.42701 -0.83002
O 3.40172 -4.43355 -0.73355
H -0.25898 -2.02725 4.36426
H -0.58772 -3.65820 5.25110
H 1.21550 -3.09111 5.13411
H -0.09063 -5.07058 3.45981
H -0.41571 -3.61427 2.30896
H 2.03006 -5.09165 1.97563
H 2.45602 -4.48450 3.70908
H 3.35871 -3.28505 1.61920
H 3.18865 1.37379 1.63762
H 4.63805 1.97567 3.98933
H 5.34260 2.40957 2.19634
H 5.95198 0.81980 3.18125
H 4.59829 -1.44943 1.40332
H 5.80799 -0.01271 1.13329
H 4.60708 -0.75054 -1.18427
H 2.94856 -0.20725 -0.47270
H 5.08579 2.13161 -0.08886
H 4.89108 1.61615 -1.93897
H 3.36376 2.10555 -0.92062
H -1.09747 2.27772 0.39262
H 1.55381 2.74334 2.15669
H 0.43859 4.01822 1.15641
H 1.57117 2.82659 0.18456
H 0.38306 1.91774 -1.91309
H -2.93784 -2.04581 -1.88537
H -2.91853 -0.60212 -0.60344
H -5.24089 -0.00060 -1.17553
H -5.31047 -1.61904 -2.15025
H -4.88521 -0.03573 -3.08017
H -0.92479 -2.54930 -2.56123
H 0.52437 -1.84851 -3.22214
H 1.18508 -5.44403 -0.01086
H 1.44239 -4.70007 -2.20818
C -8.19646 4.91923 -3.63683
O -7.37624 3.76464 -3.80513
C -6.07291 3.95308 -3.47755
O -5.57926 4.99242 -3.06882
O -5.41416 2.78482 -3.68353
C -4.02187 2.83458 -3.37827
H -9.21663 4.65436 -3.92783
H -8.20835 5.23489 -2.58867
H -7.85439 5.73337 -4.28393
H -3.86684 3.06684 -2.31967
H -3.51279 3.56542 -4.01492
H -3.59624 1.84763 -3.57956

Results
* net charge: +1
* relative energy (zero: lowest compared OMol25 entry of this formula, charge and spin): 361.96 kcal per mole
* Kohn-Sham gap: 0.2522 Ha
* highest occupied orbital energy: -12.613 eV

Here are the Löwdin charges for atoms 1 to 4, given in e:
1. C -0.120
2. C -0.231
3. C -0.235
4. N -0.028

---

No. 2
Below is C21H39BeN2O2S4Sb2Si3 as an isolated structure, with properties calculated with ωB97M-V/def2-TZVPD.

Positions of all 74 atoms, in Å:
Be -0.50908 2.38060 1.00267
O 5.81296 3.57221 -0.25768
C 5.33066 2.23921 -0.26552
C 3.84279 2.23660 -0.06413
C 3.17062 1.02592 0.05106
C 1.80794 1.02700 0.26488
N 1.11668 2.16021 0.35045
C 1.74996 3.33037 0.22793
C 3.11471 3.41432 0.02349
C 0.83187 4.49428 0.39499
C 1.16031 5.81186 0.18109
C 0.17575 6.78043 0.38183
C 0.48929 8.23290 0.13779
O 1.04574 8.45645 -1.15319
C -1.08321 6.37288 0.78079
C -1.34787 5.02014 0.96919
N -0.39762 4.11616 0.77599
H 6.77215 3.55257 -0.32256
H 5.78990 1.64606 0.53150
H 5.55706 1.74710 -1.21796
H 3.69738 0.08182 -0.01688
H 1.23296 0.11596 0.38035
H 3.61309 4.36909 -0.04957
H 2.15391 6.09675 -0.13933
H 1.24610 8.57560 0.84362
H -0.41025 8.83417 0.29207
H 0.45085 8.07131 -1.80601
H -1.87376 7.09236 0.95213
H -2.31266 4.63962 1.30850
S -3.87016 3.48747 2.97376
Sb -2.71828 1.56388 2.50154
S -2.18618 1.56488 0.14702
S -0.39231 1.83649 2.99840
S -3.56173 -0.36438 3.33600
C -0.19949 -2.03225 -3.55628
Si 0.38427 -2.94168 -2.01378
C 2.18475 -2.43520 -1.74518
C 0.46617 -4.76753 -2.45527
Sb -0.89377 -1.94738 -0.03646
Si -3.21937 -2.79331 -0.69862
C -3.22132 -4.60482 -1.19113
C -4.48715 -2.59894 0.63632
C -3.72055 -1.76814 -2.17992
Si -0.20449 -3.63795 1.75320
C 1.54959 -3.16146 2.23021
C -1.28788 -3.42756 3.24763
C -0.19250 -5.44649 1.25378
H 0.59957 -1.99265 -4.30345
H -0.50193 -1.00926 -3.32001
H -1.05941 -2.53265 -4.00923
H 2.79597 -2.70368 -2.61327
H 2.60714 -2.93346 -0.86838
H 2.26759 -1.35580 -1.58946
H 0.99070 -4.87149 -3.41068
H -0.51565 -5.23005 -2.55784
H 1.01917 -5.33082 -1.69989
H -3.08403 -5.24122 -0.31338
H -2.43471 -4.84618 -1.90579
H -4.18622 -4.85682 -1.64411
H -4.15202 -3.01977 1.58566
H -5.40701 -3.10724 0.32680
H -4.70450 -1.54933 0.83679
H -3.18990 -2.07544 -3.08419
H -3.50306 -0.71233 -1.99730
H -4.79533 -1.86862 -2.35903
H 1.54980 -2.17327 2.69915
H 2.21610 -3.12718 1.36484
H 1.96060 -3.87955 2.94724
H -1.36922 -2.37349 3.52975
H -0.87964 -3.99083 4.09394
H -2.30924 -3.76987 3.06241
H 0.48803 -5.63018 0.41922
H -1.18775 -5.77745 0.94938
H 0.12713 -6.06090 2.10217

Results
* net charge: -1
* relative energy (zero: lowest compared OMol25 entry of this formula, charge and spin): 5.40 kcal per mole
* Kohn-Sham gap: 0.2038 Ha
* highest occupied orbital energy: -4.105 eV

Here are the Löwdin charges for atoms 1 to 4, given in e:
1. Be -0.521
2. O -0.058
3. C -0.206
4. C -0.169

---

No. 3
Below is C21H39CrO19 as an isolated structure, with properties calculated with ωB97M-V/def2-TZVPD.

Positions of all 80 atoms, in Å:
Cr 2.29274 -2.93496 -0.96875
C 0.05231 -0.39725 0.00228
O 0.86491 -1.48907 -0.38378
H 0.57070 0.44658 0.45761
H -0.47834 0.01925 -0.85389
H -0.66796 -0.72930 0.74998
C 6.27752 -1.92852 0.51014
O 5.46952 -1.96106 1.68694
C 4.12187 -2.10437 1.67447
O 3.49121 -2.24223 0.58076
O 3.62152 -1.95495 2.96820
C 2.23187 -1.79255 3.15989
H 6.98242 -1.12332 0.71723
H 5.70186 -1.64364 -0.37051
H 6.85712 -2.82877 0.30592
H 2.07025 -2.03792 4.20954
H 1.54740 -2.44466 2.61735
H 1.87600 -0.79961 2.88506
C 1.14407 -5.96917 3.69152
O 1.68658 -5.19350 2.65478
C 1.11485 -4.80283 1.51175
O 1.73591 -4.35138 0.57418
O -0.22150 -4.83279 1.61084
C -1.10963 -4.39829 0.60284
H 1.44137 -5.49962 4.62920
H 1.43138 -7.01416 3.57510
H 0.05655 -5.91727 3.74336
H -1.44015 -3.36763 0.73153
H -1.92892 -5.09966 0.76084
H -0.77658 -4.69153 -0.39274
C 0.24610 2.36071 5.40136
O -0.30057 2.07948 4.11717
C -1.61069 2.08116 3.87899
O -2.51053 2.51153 4.60278
O -1.86419 1.54890 2.66576
C -3.18082 1.27773 2.23460
H -0.13676 1.71622 6.19265
H 0.08758 3.40345 5.67647
H 1.30349 2.09804 5.43312
H -3.19954 0.71091 1.30376
H -3.84385 2.13680 2.13213
H -3.74569 0.77864 3.02195
C -5.05210 5.08309 -4.28961
O -4.34818 4.29343 -3.36275
C -3.13735 3.85572 -3.60345
O -2.42564 4.01669 -4.59136
O -2.77775 3.18993 -2.50489
C -1.50272 2.55057 -2.56684
H -5.39875 4.44763 -5.10455
H -4.53356 5.93287 -4.73357
H -5.97304 5.48344 -3.86572
H -1.58490 1.79671 -3.34981
H -1.26850 2.05984 -1.62215
H -0.70607 3.24076 -2.84450
C 1.13347 2.89875 1.23679
C 2.28140 2.66337 0.24433
C 1.86541 2.64134 -1.19680
O 2.82658 3.45508 -1.80640
C 3.60072 4.03281 -0.86214
O 4.44399 4.88313 -1.12412
O 3.32001 3.57615 0.33965
H 0.13458 2.56551 0.95519
H 0.96934 3.94984 1.47422
H 1.41034 2.52465 2.22244
H 2.77861 1.71509 0.44841
H 0.86037 3.02105 -1.38069
H 1.89258 1.61536 -1.56385
C -0.65065 -1.02873 -4.38171
C -2.12396 -1.47638 -4.17132
C -2.20710 -2.53896 -3.11336
O -3.30885 -2.11814 -2.36682
C -3.60811 -0.83928 -2.65506
O -4.38283 -0.09444 -2.00027
O -2.71203 -0.40001 -3.56980
H -0.20546 -0.83078 -3.40666
H -0.58363 -0.18299 -5.06606
H -0.06617 -1.75177 -4.95066
H -2.60672 -1.80561 -5.09146
H -1.30130 -2.52204 -2.50728
H -2.31344 -3.52307 -3.56978

Results
* net charge: +1
* ⟨S²⟩: 6.0509
* multiplicity: 5
* Kohn-Sham gap (spin up / spin down): 0.2581 / 0.2757 Ha
* highest occupied orbital energy (spin up / spin down): -12.171 / -12.171 eV

Here are the Löwdin charges for atoms 1 to 4, given in e:
1. Cr 1.120
2. C -0.205
3. O -0.417
4. H 0.049

---

No. 4
Below is C21H39FeNP2 as an isolated structure, with properties calculated with ωB97M-V/def2-TZVPD.

Positions of all 64 atoms, in Å:
P 0.19383 -2.62496 0.62634
P 0.01890 2.34653 1.45709
C 0.74181 0.25184 -0.63866
C 0.81210 1.70410 -0.10750
H 0.64755 -0.46477 0.22015
H 1.74917 0.08573 -1.13881
H 1.88457 1.94625 0.01514
H 0.41049 2.37605 -0.88115
C -1.65298 2.71760 0.99366
H -2.13493 3.15422 1.88418
H -2.19321 1.83280 0.61268
H -1.57828 3.47082 0.19268
C 0.87997 3.86709 1.78840
H 0.53556 4.57473 1.02374
H 1.96644 3.73688 1.68876
H 0.59325 4.19331 2.79685
C -0.99876 -3.90663 0.09711
H -1.15657 -4.65529 0.88333
H -0.65325 -4.38911 -0.83139
H -1.95478 -3.40622 -0.12644
C 1.82871 -3.38086 0.38040
H 2.52073 -2.57246 0.10006
H 1.81033 -4.09870 -0.44804
H 2.14340 -3.86453 1.31120
Fe 0.20248 -0.39497 -2.56386
C 0.37723 1.02581 -3.67839
C -0.99165 0.85965 -3.19639
C -2.04576 0.13439 -3.95698
C -1.58770 -1.32250 -4.29601
C -0.76987 -1.86220 -3.14440
C 0.65533 -2.09935 -3.17011
C 1.55751 -1.34718 -4.06302
C 1.04728 0.04968 -4.60221
C -0.00281 -2.37233 2.40701
H 0.96992 1.88867 -3.33934
H -1.34921 1.50889 -2.38864
H -2.37002 0.64281 -4.87357
H -2.92714 0.06345 -3.30777
H -2.49515 -1.94143 -4.40168
H -1.06044 -1.35825 -5.26099
H -1.38526 -2.37781 -2.37807
H 1.09038 -2.94639 -2.59880
H 1.73192 -1.92347 -4.97905
H 2.56648 -1.21867 -3.63303
H 1.97502 0.56772 -4.91576
H 0.47624 -0.10222 -5.52910
H -0.42061 -1.36309 2.53123
H 0.96996 -2.42979 2.91575
H -0.70047 -3.11832 2.81854
C -2.57468 0.90057 3.21605
C -1.27198 1.35876 3.72416
C -0.87456 1.40414 5.04937
C 0.53258 1.49094 5.08723
C 1.00449 1.53140 3.78984
C 2.35901 1.37931 3.25940
N -0.10564 1.48040 2.93201
H -2.51663 0.37601 2.24785
H -3.32891 1.70595 3.15525
H -2.96639 0.17582 3.95258
H -1.55224 1.29779 5.88055
H 1.15736 1.50199 5.96284
H 2.83473 2.31942 2.93274
H 2.97248 0.97304 4.07835
H 2.40267 0.64692 2.43661

Results
* ⟨S²⟩: 6.0159
* relative energy (zero: lowest compared OMol25 entry of this formula, charge and spin): 59.21 kcal per mole
* multiplicity: 5
* Kohn-Sham gap (spin up / spin down): 0.1235 / 0.2060 Ha
* highest occupied orbital energy (spin up / spin down): -3.200 / -5.450 eV

Here are the Löwdin charges for atoms 1 to 4, given in e:
1. P 0.794
2. P 0.945
3. C -0.292
4. C -0.359

---

No. 5
Below is an isolated ion of composition C21H39N4O3S and charge +1, with properties calculated with ωB97M-V/def2-TZVPD.

Positions of all 68 atoms, in Å:
C 2.19317 -2.94066 -0.68435
C 3.01324 -2.49933 0.52662
N 2.32092 -2.62467 1.78674
C 2.49004 -3.79226 2.61873
C 1.91228 -5.07688 2.02896
S 1.19761 -1.50874 2.20022
O 1.04084 -1.50491 3.62149
O 1.53738 -0.26378 1.55020
C -0.38742 -2.02250 1.51151
C -1.15864 -3.00282 2.10034
C -2.40946 -3.27439 1.56759
C -2.92704 -2.54665 0.50243
C -4.30631 -2.83333 -0.01075
C -2.14014 -1.52884 -0.05666
N -2.70329 -0.68188 -1.03369
C -2.08777 0.31285 -1.69336
O -0.87203 0.46969 -1.70371
C -2.98468 1.32482 -2.40139
N -2.55812 2.64987 -1.96674
C -1.38849 3.22260 -2.62282
C -0.43945 3.80965 -1.56585
N 0.33332 2.74803 -0.87242
C 0.31685 2.84752 0.62967
C -1.00870 2.29556 1.14198
C 0.52776 4.26141 1.16412
C 1.68020 2.51697 -1.51014
C 2.74817 3.50184 -1.05997
C 2.12609 1.07847 -1.28255
C -0.85876 -1.30793 0.43266
H 1.88876 -3.97924 -0.59608
H 1.30255 -2.32650 -0.78403
H 2.79329 -2.83216 -1.58422
H 3.27956 -1.44553 0.41585
H 3.93342 -3.08453 0.59105
H 3.55874 -3.92908 2.81812
H 1.99867 -3.54976 3.56188
H 0.87764 -4.93487 1.72517
H 1.95066 -5.86373 2.77749
H 2.48983 -5.40202 1.16741
H -0.79557 -3.52698 2.96883
H -3.01384 -4.05293 2.00758
H -4.98646 -2.01034 0.21430
H -4.70389 -3.72561 0.46358
H -4.29950 -2.99808 -1.08780
H -3.70228 -0.78491 -1.14980
H -4.02736 1.18075 -2.11887
H -2.89436 1.17928 -3.48938
H -3.33543 3.29635 -1.99393
H -0.87148 2.44910 -3.19446
H -1.66350 4.02381 -3.31872
H 0.24931 4.51753 -2.02755
H -1.04457 4.34694 -0.83830
H -0.17669 1.85685 -1.08889
H 1.11497 2.19350 0.98886
H -1.06674 1.22209 0.99312
H -1.08300 2.47891 2.20963
H -1.85424 2.77093 0.64894
H -0.38889 4.84516 1.12902
H 0.82447 4.18928 2.20689
H 1.30327 4.80412 0.63784
H 1.51120 2.65420 -2.58406
H 2.44526 4.53464 -1.21366
H 3.01382 3.34929 -0.01845
H 3.64124 3.33556 -1.65671
H 1.43955 0.38712 -1.76179
H 3.10928 0.93505 -1.72084
H 2.18571 0.82815 -0.22639
H -0.21096 -0.56203 0.00949

Results
* net charge: +1
* relative energy (zero: lowest compared OMol25 entry of this formula, charge and spin): 1.94 kcal per mole
* Kohn-Sham gap: 0.3432 Ha
* highest occupied orbital energy: -11.396 eV

Here are the Löwdin charges for atoms 1 to 4, given in e:
1. C -0.055
2. C -0.231
3. N -0.261
4. C -0.238

---

No. 6
Below is a 3-piece molecular cluster, C21H39NO12P2S overall, with properties calculated with ωB97M-V/def2-TZVPD.

Positions of all 76 atoms, in Å:
O -0.11483 -3.27038 0.97805
C 0.20268 -2.79711 -0.04269
N 0.51829 -2.20216 -1.08655
O -0.34686 -1.07724 -1.16849
S 0.54382 0.27031 -1.67168
O 0.30790 0.35174 -3.08692
O -0.22036 1.57103 -1.01076
C -1.48474 1.26359 -0.34868
C -2.61959 0.84336 -1.31672
C -3.39475 -0.41254 -0.91704
C -4.38093 -0.86796 -1.80754
C -5.18614 -1.96265 -1.56395
C -5.00317 -2.64554 -0.35549
C -4.03663 -2.25141 0.54997
C -3.24764 -1.13048 0.25730
H -1.79581 2.20846 0.12403
H -1.26776 0.54767 0.45208
H -3.34483 1.66817 -1.41357
H -2.19191 0.70088 -2.32543
H -4.50711 -0.31336 -2.74552
H -5.93667 -2.29539 -2.27986
H -5.62382 -3.50938 -0.10381
H -3.86236 -2.77903 1.48886
H -2.51280 -0.83280 1.00837
O 4.45136 -2.00041 -2.96020
P 5.14476 -2.38163 -4.23039
O 4.91513 -1.04968 -5.15662
C 5.65364 0.12970 -4.85058
C 7.11326 0.00709 -5.25459
O 3.99899 -3.36595 -4.88010
C 2.99143 -3.96269 -4.06372
C 1.71682 -3.14474 -4.10139
O 6.23154 -3.01883 -5.33170
C 7.20034 -3.95367 -4.81609
C 6.55041 -5.22191 -4.29375
H 5.56570 0.35842 -3.78369
H 5.18803 0.94606 -5.40286
H 7.63014 -0.73418 -4.63850
H 7.62750 0.96233 -5.13572
H 7.20096 -0.31665 -6.29187
H 3.34688 -4.10068 -3.04158
H 2.79686 -4.95880 -4.46985
H 1.89855 -2.09832 -3.85753
H 0.98220 -3.54070 -3.39938
H 1.28440 -3.16271 -5.10366
H 7.78635 -3.46919 -4.02964
H 7.87825 -4.19269 -5.63521
H 5.93455 -5.01878 -3.41222
H 7.30945 -5.95346 -4.01308
H 5.89779 -5.65936 -5.04908
O -1.82980 2.41863 4.06769
P -2.76209 3.03651 5.06270
O -4.21369 2.45516 4.57299
C -4.51641 1.08274 4.81409
C -4.81826 0.81647 6.27892
O -2.85390 4.55648 4.43822
C -1.84671 5.04963 3.55735
C -2.27147 4.87069 2.11491
O -3.42376 3.63932 6.47383
C -2.52561 3.80541 7.59074
C -1.45472 4.84454 7.31443
H -3.69056 0.45242 4.46877
H -5.39105 0.84136 4.20995
H -3.92396 0.94907 6.89445
H -5.17586 -0.20492 6.41901
H -5.57230 1.51067 6.65015
H -0.88595 4.57223 3.75232
H -1.72188 6.11372 3.77190
H -2.56201 3.84046 1.90625
H -1.46299 5.14888 1.43522
H -3.13994 5.49312 1.89305
H -2.07218 2.84071 7.83551
H -3.13182 4.11244 8.44253
H -0.77672 4.51524 6.52080
H -0.86020 5.02897 8.21008
H -1.90334 5.78222 6.98682

Results
* relative energy (zero: lowest compared OMol25 entry of this formula, charge and spin): 0.00 kcal per mole
* Kohn-Sham gap: 0.3150 Ha
* highest occupied orbital energy: -9.079 eV

Here are the Löwdin charges for atoms 1 to 4, given in e:
1. O 0.214
2. C -0.227
3. N 0.061
4. O -0.357

---

Looking at strongest force on any atom for the records above, in order, we have 9.290 0.423 5.373 7.870 1.174 7.973 eV/Å.